ORCA calculation (wB97M-V/def2-TZVPD) on a structure of composition C4H8O2 at a distorted geometry.

Each line ends with the Mulliken charge.
Atoms and positions in Å:
C -0.161832 1.249100 -0.740906  -1.166
C -0.451727 0.675611 0.646612  0.014
C -0.462216 -0.828390 0.784611  -0.169
O -0.633954 -1.700426 -0.289915  -0.579
C 0.805561 -0.079006 0.846660  -0.114
O 1.657502 -0.557611 -0.923428  -0.708
H 0.095033 2.307877 -0.550132  0.305
H 0.801767 0.454358 -1.415087  0.368
H -1.045153 1.151860 -1.352882  0.310
H -0.966765 1.252355 1.451745  0.359
H -0.821386 -1.227851 1.734477  0.330
H -1.414709 -1.426420 -0.783081  0.336
H 1.479039 0.090872 1.685461  0.324
H 1.118838 -1.362329 -1.094136  0.389

Force components x, y, z for each atom (eV/Å):
C 0.1 -0.3 -1.6
C 0.7 -0.3 -0.9
C 0.0 -0.1 0.1
O -0.5 -0.1 0.0
C 0.9 -1.1 -0.7
O -0.4 0.0 3.2
H 0.0 -0.5 -0.6
H -2.2 2.3 2.2
H -0.5 0.5 -0.3
H 0.9 -0.3 -0.7
H 0.1 0.1 -0.1
H 0.0 0.0 0.0
H 0.6 -0.6 -0.8
H 0.3 0.5 0.4

Calculated total energy ... -307.469721 hartree
ΔE to the lowest compared entry with this formula, charge and spin ... 152.30 kcal/mol
E_HOMO ... -8.467 eV
Orbital gap ... 8.3 eV